No. 1
The following is a DFT calculation (wB97M-V/def2-TZVPD) of a single C30H31N3O3S molecule.

The value obtained for the orbital gap is 8.10 eV. The structure (SMILES) is COc1ccc(CN(C(=O)c2cccs2)[C@H](C(=O)NC2CCCCC2)c2ccc3ncccc3c2)cc1. The LUMO energy comes out at 0.09 eV. For the energy above the lowest of the compared OMol25 structures with the same formula, charge and spin, the calculation gives 151.4 kJ/mol.

Last column: Mulliken charge in e.
Cartesian coordinates (Å):
C -7.154 -1.524 1.949  -0.842
O -5.943 -2.111 1.542  -0.465
C -4.854 -1.308 1.376  0.942
C -4.840 0.067 1.574  -0.483
C -3.677 0.783 1.349  -0.888
C -2.518 0.156 0.922  0.002
C -1.264 0.942 0.645  -0.943
N -0.674 0.624 -0.647  0.530
C -1.378 0.453 -1.788  0.562
O -0.860 0.071 -2.826  -0.696
C -2.820 0.795 -1.749  0.393
C -3.870 -0.010 -2.067  -0.635
C -5.110 0.664 -2.036  -0.577
C -4.980 1.979 -1.731  -0.578
S -3.342 2.421 -1.463  -0.177
C 0.771 0.482 -0.729  -0.118
C 1.256 -0.824 -0.084  -0.159
O 0.688 -1.370 0.839  -0.709
N 2.391 -1.292 -0.637  0.017
C 3.034 -2.521 -0.215  -0.381
C 3.009 -3.555 -1.341  -0.734
C 3.674 -4.850 -0.885  -0.695
C 5.109 -4.586 -0.439  -0.660
C 5.136 -3.549 0.680  -0.763
C 4.474 -2.252 0.226  -0.587
C 1.441 1.707 -0.144  0.015
C 2.314 1.622 0.957  -0.305
C 2.895 2.743 1.481  -1.101
C 2.622 4.013 0.933  0.173
N 3.211 5.098 1.474  -0.661
C 2.948 6.268 0.965  -0.247
C 2.080 6.477 -0.123  -0.533
C 1.470 5.393 -0.692  -0.626
C 1.731 4.107 -0.172  0.559
C 1.157 2.934 -0.691  -0.205
C -2.527 -1.228 0.766  -0.248
C -3.678 -1.950 0.983  -0.825
H -7.871 -2.341 2.014  0.247
H -7.061 -1.048 2.931  0.333
H -7.509 -0.787 1.221  0.317
H -5.724 0.594 1.895  0.427
H -3.683 1.853 1.501  0.432
H -1.469 2.018 0.713  0.349
H -0.515 0.686 1.398  0.647
H -3.758 -1.055 -2.291  0.549
H -6.052 0.188 -2.241  0.463
H -5.743 2.729 -1.654  0.495
H 0.986 0.428 -1.805  0.646
H 2.798 -0.811 -1.424  0.418
H 2.449 -2.888 0.635  0.329
H 1.976 -3.744 -1.639  0.340
H 3.543 -3.155 -2.208  0.346
H 3.107 -5.272 -0.052  0.328
H 3.663 -5.576 -1.699  0.356
H 5.567 -5.515 -0.095  0.317
H 5.691 -4.220 -1.288  0.307
H 6.167 -3.350 0.980  0.370
H 4.603 -3.940 1.549  0.348
H 4.480 -1.522 1.037  0.320
H 5.033 -1.829 -0.613  0.341
H 2.519 0.656 1.395  0.433
H 3.566 2.689 2.323  0.482
H 3.446 7.108 1.434  0.407
H 1.908 7.477 -0.490  0.393
H 0.794 5.499 -1.530  0.442
H 0.481 3.009 -1.532  0.495
H -1.617 -1.731 0.478  0.511
H -3.697 -3.020 0.857  0.463

=====

No. 2
The following is a DFT calculation (wB97M-V/def2-TZVPD) of 2 unconnected molecules or ions with the total composition C4H13N3OS at a distorted geometry.

The value obtained for the orbital gap is 9.73 eV. The LUMO energy comes out at 0.71 eV. For the energy above the lowest of the compared OMol25 structures with the same formula, charge and spin, the calculation gives 137.3 kJ/mol.

Last column: Mulliken charge in e.
Cartesian coordinates (Å):
C 1.427 0.287 -1.097  -0.773
C 1.366 0.016 1.318  -1.070
C 3.548 -0.443 0.021  -1.254
C 2.114 0.018 -0.024  0.812
N -1.828 1.431 -0.358  -0.544
N -2.813 -0.975 -1.452  -0.564
N -3.463 -0.670 -0.267  -0.194
O -2.231 0.118 1.817  -0.476
S -2.963 0.828 0.502  0.397
H 0.365 0.532 -0.844  0.274
H 1.885 0.162 -2.159  0.229
H -1.255 0.244 1.790  0.326
H 0.532 -0.803 1.156  0.154
H 0.832 0.938 1.499  0.316
H 2.002 -0.196 2.160  0.392
H 3.639 -1.031 0.963  0.308
H 3.951 -1.092 -0.765  0.358
H 4.108 0.466 0.110  0.278
H -2.072 2.309 -0.603  0.201
H -1.793 -1.098 -1.290  0.296
H -2.854 -0.253 -2.209  0.268
H -4.499 -0.785 -0.268  0.266

=====

No. 3
The following is a DFT calculation (wB97M-V/def2-TZVPD) of a molecular structure, C47H51N6O3PZr at a distorted geometry.

The value obtained for the orbital gap is 4.56 eV. The LUMO energy comes out at -6.85 eV. For the energy above the lowest of the compared OMol25 structures with the same formula, charge and spin, the calculation gives 437.8 kJ/mol. As for the charge: +2.

Last column: Mulliken charge in e.
Cartesian coordinates (Å):
Zr 0.050 0.167 0.490  -0.742
N -2.682 0.566 -0.529  1.555
C -2.574 1.249 -1.798  0.736
C -3.629 2.062 -2.196  -0.526
C -3.595 2.690 -3.429  -1.103
C -2.485 2.523 -4.244  -0.885
C -1.439 1.700 -3.834  -1.189
C -1.463 1.014 -2.613  0.318
P -0.243 -0.538 -2.168  4.025
C 1.121 0.021 -3.265  0.462
C 1.144 -0.152 -4.647  -0.929
C 2.219 0.296 -5.407  -0.877
C 3.287 0.946 -4.807  -0.814
C 3.276 1.141 -3.433  -1.082
C 2.208 0.675 -2.680  -0.848
C -1.446 -1.676 -3.042  1.099
C -1.006 -2.491 -4.092  -1.101
C -1.875 -3.350 -4.752  -1.126
C -3.201 -3.450 -4.355  -0.758
C -3.648 -2.675 -3.296  -1.063
C -2.784 -1.791 -2.658  -0.365
H -3.612 0.662 -0.141  0.428
H -2.083 0.991 0.148  -1.289
H -4.482 2.204 -1.537  0.439
H -4.428 3.305 -3.749  0.439
H -2.438 3.014 -5.209  0.483
H -0.590 1.589 -4.497  0.458
H 0.309 -0.616 -5.159  0.617
H 2.213 0.139 -6.479  0.472
H 4.120 1.298 -5.404  0.411
H 4.095 1.660 -2.948  0.510
H 2.231 0.834 -1.614  0.774
H 0.026 -2.469 -4.411  0.435
H -1.507 -3.948 -5.578  0.468
H -3.879 -4.121 -4.870  0.434
H -4.680 -2.745 -2.970  0.497
H -3.164 -1.190 -1.851  0.775
O 1.701 1.293 0.706  0.100
N 2.890 0.749 0.879  -1.923
N 2.821 -0.499 0.884  1.684
O 1.654 -1.101 0.733  0.625
C 4.015 -1.312 1.037  0.410
C 5.259 -0.703 1.146  -0.349
C 6.368 -1.513 1.297  -0.783
C 6.230 -2.897 1.334  -0.541
C 4.975 -3.479 1.215  -1.246
C 3.851 -2.684 1.066  0.025
H 5.356 0.373 1.109  0.543
H 7.348 -1.061 1.381  0.443
H 7.105 -3.523 1.454  0.456
H 4.869 -4.556 1.238  0.472
H 2.865 -3.119 0.984  0.474
C 0.384 3.468 -0.891  -1.259
C -1.000 3.826 -0.420  0.537
C -1.695 4.853 -1.041  -0.597
C -2.973 5.198 -0.634  -1.102
C -3.585 4.490 0.386  -0.752
C -2.928 3.455 1.041  2.215
C -3.697 2.689 2.097  -2.069
C -1.618 3.160 0.644  -0.806
N -0.912 2.080 1.338  0.264
C -0.722 2.239 2.592  0.912
C -0.867 3.543 3.294  -2.305
C -0.293 1.035 3.399  1.073
C -0.238 1.162 4.884  -2.110
N -0.111 -0.060 2.767  0.117
C 0.545 -1.164 3.447  -0.355
C -0.183 -2.349 3.605  0.690
C -1.687 -2.388 3.454  -1.700
C 0.480 -3.473 4.075  -0.929
C 1.820 -3.416 4.419  -1.135
C 2.498 -2.212 4.336  -0.644
C 1.880 -1.059 3.864  2.020
C 2.702 0.212 3.853  -2.002
H 0.704 4.144 -1.680  0.587
H 0.399 2.465 -1.331  0.122
H 1.117 3.512 -0.089  0.257
H -1.219 5.388 -1.856  0.455
H -3.500 6.010 -1.123  0.447
H -4.602 4.731 0.682  0.506
H -4.659 2.369 1.692  0.505
H -3.923 3.324 2.957  0.459
H -3.185 1.800 2.464  0.193
H -0.989 4.359 2.592  0.420
H 0.025 3.715 3.902  0.634
H -1.723 3.538 3.976  0.376
H -1.210 1.525 5.235  0.567
H 0.508 1.891 5.206  0.406
H -0.027 0.208 5.354  0.410
H -2.070 -1.597 2.817  -0.075
H -2.146 -2.267 4.439  0.448
H -2.017 -3.352 3.066  0.486
H -0.076 -4.396 4.200  0.551
H 2.329 -4.299 4.783  0.488
H 3.536 -2.155 4.646  0.495
H 3.720 0.002 3.521  0.512
H 2.778 0.614 4.866  0.508
H 2.301 1.003 3.218  0.156
N -2.086 -3.522 0.015  -0.095
C -1.036 -2.746 -0.087  0.088
O -1.085 -1.582 0.429  -0.244
C 0.195 -3.257 -0.774  -1.075
C 0.853 -2.240 -1.741  -1.160
H -2.930 -3.178 0.446  0.316
H -2.114 -4.412 -0.453  0.286
H -0.071 -4.178 -1.292  0.755
H 0.877 -3.534 0.038  -0.188
H 1.024 -2.741 -2.687  1.341
H 1.828 -1.931 -1.379  0.473

=====

No. 4
The following is a DFT calculation (wB97M-V/def2-TZVPD) of a molecular structure, C7H7N3RhS2SbSe4.

The value obtained for the orbital gap (alpha / beta) is 6.92 / 5.60 eV. Its spin multiplicity is 5. The LUMO energy (alpha / beta) comes out at -0.85 / -2.19 eV. For the energy above the lowest of the compared OMol25 structures with the same formula, charge and spin, the calculation gives 16.7 kJ/mol.

Last column: Mulliken charge in e.
Cartesian coordinates (Å):
Rh -0.745 -0.040 -0.398  0.094
Se 2.213 -0.881 -2.961  -0.412
Sb 0.378 0.645 -2.629  1.130
Se 1.503 1.235 -0.406  -0.358
Se -1.886 -1.068 -2.247  -0.317
Se -0.476 2.448 -3.925  -0.531
S -0.455 -0.594 2.229  -0.424
C 0.773 -1.519 1.542  0.426
N 1.986 -1.620 2.145  -0.011
C 3.041 -2.256 1.587  -0.077
C 2.891 -2.851 0.380  -0.541
C 1.611 -2.750 -0.212  -0.194
N 0.597 -2.135 0.346  -0.423
H 2.087 -1.120 3.017  0.243
H 3.966 -2.247 2.145  0.402
H 3.711 -3.351 -0.111  0.398
H 1.417 -3.194 -1.179  0.523
S -4.202 2.854 0.830  -0.140
C -3.105 3.740 -0.133  -0.294
C -2.053 2.958 -0.472  -0.645
N -2.107 1.677 0.024  0.232
C -3.192 1.493 0.725  -0.175
H -3.290 4.766 -0.403  0.413
H -1.226 3.255 -1.100  0.325
H -3.436 0.557 1.206  0.357

=====

No. 5
The following is a DFT calculation (wB97M-V/def2-TZVPD) of a molecular structure, C4H10F12N3O11S4 at a distorted geometry.

The value obtained for the orbital gap is 9.30 eV. The LUMO energy comes out at 1.86 eV. As for the charge: -1.

Last column: Mulliken charge in e.
Cartesian coordinates (Å):
N 0.688 -0.578 -0.354  0.487
H 1.697 -0.539 -0.385  0.572
H 0.416 -1.456 -0.773  0.612
H 0.229 0.145 -0.890  -0.065
H 0.451 -0.635 0.626  0.052
C -0.043 -3.604 2.110  0.660
F -0.232 -4.597 2.973  -0.198
F 1.263 -3.166 2.069  -0.212
F -0.430 -3.912 0.843  -0.215
S -1.176 -2.080 2.620  0.886
O -2.394 -2.159 1.809  -0.625
O -1.465 -2.174 4.059  -0.588
N -0.086 -0.779 2.093  -0.890
S 0.458 -0.113 3.438  0.996
O -0.513 0.757 4.147  -0.638
O 1.053 -1.086 4.398  -0.652
C 2.005 0.949 2.879  0.596
F 2.988 0.137 2.361  -0.235
F 1.661 1.883 1.990  -0.209
F 2.505 1.625 3.915  -0.213
C 1.357 2.882 -1.986  0.579
F 1.883 3.814 -2.842  -0.219
F 2.259 2.016 -1.509  -0.170
F 0.730 3.599 -0.981  -0.232
S 0.009 1.844 -2.968  1.001
O -0.781 2.795 -3.748  -0.568
O 0.873 0.931 -3.702  -0.644
N -0.920 1.029 -1.752  -0.799
S -2.241 0.646 -2.488  0.799
O -2.331 0.850 -3.941  -0.640
O -2.735 -0.632 -2.089  -0.676
C -3.553 1.814 -1.724  0.649
F -3.246 3.149 -1.901  -0.250
F -4.756 1.541 -2.297  -0.223
F -3.608 1.570 -0.387  -0.189
O -1.163 1.390 1.008  -0.685
H -0.974 1.374 0.070  0.585
H -0.800 0.568 1.340  0.697
O 0.135 -2.482 -1.985  -0.629
H -0.642 -2.342 -2.526  0.296
H 0.162 -3.428 -1.843  0.272
O 3.372 -0.551 -0.623  -0.603
H 4.007 -0.038 -1.123  0.255
H 3.886 -0.958 0.074  0.270

=====

No. 6
The following is a DFT calculation (wB97M-V/def2-TZVPD) of a single C4H7NO molecule at a distorted geometry.

The value obtained for the orbital gap is 10.65 eV. The structure (SMILES) is C=N[C@@H]1C[C@H]1O. The LUMO energy comes out at 1.03 eV. For the energy above the lowest of the compared OMol25 structures with the same formula, charge and spin, the calculation gives 310.0 kJ/mol.

Last column: Mulliken charge in e.
Cartesian coordinates (Å):
C -2.340 -0.685 0.088  -0.205
N -1.353 -0.130 -0.498  -0.544
C -0.111 -0.073 0.186  0.105
C 0.768 1.191 0.026  -0.853
C 1.188 -0.201 -0.570  -0.044
O 2.139 -1.007 0.098  -0.507
H -3.302 -0.623 -0.391  0.267
H -2.526 -1.349 1.016  0.188
H -0.241 -0.474 1.208  0.398
H 0.585 2.011 -0.567  0.326
H 1.308 1.542 0.910  0.236
H 1.131 -0.466 -1.659  0.325
H 2.886 -1.079 -0.465  0.309

=====

- What is the formula in the first record?
  C30H31N3O3S

=====

Copy entry 4 word for word.
The following is a DFT calculation (wB97M-V/def2-TZVPD) of a molecular structure, C7H7N3RhS2SbSe4.

The value obtained for the orbital gap (alpha / beta) is 6.92 / 5.60 eV. Its spin multiplicity is 5. The LUMO energy (alpha / beta) comes out at -0.85 / -2.19 eV. For the energy above the lowest of the compared OMol25 structures with the same formula, charge and spin, the calculation gives 16.7 kJ/mol.

Last column: Mulliken charge in e.
Cartesian coordinates (Å):
Rh -0.745 -0.040 -0.398  0.094
Se 2.213 -0.881 -2.961  -0.412
Sb 0.378 0.645 -2.629  1.130
Se 1.503 1.235 -0.406  -0.358
Se -1.886 -1.068 -2.247  -0.317
Se -0.476 2.448 -3.925  -0.531
S -0.455 -0.594 2.229  -0.424
C 0.773 -1.519 1.542  0.426
N 1.986 -1.620 2.145  -0.011
C 3.041 -2.256 1.587  -0.077
C 2.891 -2.851 0.380  -0.541
C 1.611 -2.750 -0.212  -0.194
N 0.597 -2.135 0.346  -0.423
H 2.087 -1.120 3.017  0.243
H 3.966 -2.247 2.145  0.402
H 3.711 -3.351 -0.111  0.398
H 1.417 -3.194 -1.179  0.523
S -4.202 2.854 0.830  -0.140
C -3.105 3.740 -0.133  -0.294
C -2.053 2.958 -0.472  -0.645
N -2.107 1.677 0.024  0.232
C -3.192 1.493 0.725  -0.175
H -3.290 4.766 -0.403  0.413
H -1.226 3.255 -1.100  0.325
H -3.436 0.557 1.206  0.357